Record 1
An isolated molecule of C5H7N, computed with wB97M-V/def2-TZVPD.

The value obtained for the HOMO energy is -7.88 eV. The frontier orbital gap comes out at 9.027 eV. As for the energy above the lowest of the compared OMol25 structures with the same formula, charge and spin: 79.4 kcal per mole.

The geometry in ORCA input format:
```
! RIJCOSX wB97M-V def2-TZVPD def2/J DEFGRID3
* xyz 0 1
N 0.080 0.823 1.495
C -0.419 -0.460 1.054
C 1.018 0.249 -0.771
C -0.193 0.015 -1.287
C -1.194 -0.473 -0.259
C 1.067 0.159 0.687
H -0.463 0.218 -2.317
H 1.998 -0.041 1.230
H 1.906 0.504 -1.336
H -1.587 -1.467 -0.502
H -0.318 1.539 0.890
H -2.081 0.188 -0.216
H 0.320 -1.245 1.277
*
```

List of Löwdin charges in e, atom by atom: 0.03, -0.19, -0.09, -0.10, -0.16, -0.28, 0.09, 0.14, 0.10, 0.11, 0.11, 0.12, 0.13

Record 2
A structure of composition C31H26As2Cl2HfN2S2, computed with wB97M-V/def2-TZVPD.

The value obtained for the HOMO energy is -14.22 eV. The frontier orbital gap comes out at 6.556 eV. As for the energy above the lowest of the compared OMol25 structures with the same formula, charge and spin: 45.1 kcal per mole.

The geometry in ORCA input format:
```
! RIJCOSX wB97M-V def2-TZVPD def2/J DEFGRID3
* xyz 2 1
Hf 1.265 0.138 1.024
As -0.527 -0.510 -1.124
As -0.520 2.648 1.019
Cl 2.555 2.344 2.470
Cl 1.917 1.643 5.309
S 3.466 0.555 0.001
S 2.474 -1.159 2.707
N 5.464 -3.237 2.953
N 6.735 -1.087 -0.295
C 0.704 2.205 -0.619
C -0.970 -1.257 -2.828
C -2.567 2.563 -1.116
C 0.970 -3.783 0.973
C -2.263 -1.734 -2.993
C 0.281 -2.648 0.580
C 4.864 -2.377 2.481
C 0.592 1.053 -1.653
C -1.704 -2.344 -5.250
C 4.043 -1.345 1.909
C 2.031 -2.137 -1.028
C -3.790 4.859 -0.137
C -2.439 0.418 1.569
C -2.627 -2.283 -4.217
C 2.318 2.913 4.191
C -0.413 -1.859 -5.075
C -0.036 -1.311 -3.859
C -2.938 -0.634 2.316
C -1.169 0.930 1.847
C -3.672 3.090 -1.767
C -2.680 4.337 0.518
C 2.722 -3.262 -0.611
C -0.447 0.376 2.915
C 2.190 -4.082 0.383
C 4.451 -0.647 0.837
C 5.724 -0.907 0.221
C -2.073 3.186 0.030
C -0.924 -0.734 3.621
C -2.175 -1.237 3.318
C 0.799 -1.805 -0.429
C -4.282 4.239 -1.274
H -4.055 2.609 -2.657
H 1.537 3.662 4.170
H -0.686 -2.430 1.023
H -3.630 -2.660 -4.361
H 3.287 3.328 4.442
H 0.301 -1.908 -5.886
H -3.037 0.848 0.778
H -3.936 -1.001 2.110
H -2.986 -1.686 -2.189
H -0.341 -1.146 4.436
H 3.669 -3.513 -1.073
H 2.432 -1.528 -1.827
H 2.735 -4.965 0.695
H -2.112 1.666 -1.510
H 0.425 0.892 3.326
H 0.037 1.397 -2.525
H -5.142 4.653 -1.784
H 1.577 0.752 -2.007
H 0.560 -4.430 1.737
H -2.576 -2.071 3.878
H 0.433 3.151 -1.086
H 1.742 2.373 -0.310
H -1.991 -2.772 -6.202
H 0.971 -0.933 -3.736
H -4.263 5.755 0.242
H -2.298 4.837 1.399
*
```

List of Löwdin charges in e, atom by atom: 1.10, 1.30, 1.31, 0.51, 0.63, 0.67, 0.67, 0.23, 0.23, -0.47, -0.40, -0.12, -0.05, -0.11, -0.16, -0.25, -0.43, -0.04, -0.65, -0.12, -0.05, -0.11, -0.05, -0.87, -0.05, -0.10, -0.02, -0.49, -0.05, -0.11, -0.02, -0.31, -0.01, -0.65, -0.24, -0.45, -0.06, -0.03, -0.55, -0.04, 0.12, 0.04, 0.10, 0.12, 0.04, 0.12, 0.10, 0.13, 0.10, 0.13, 0.13, 0.10, 0.13, 0.05, 0.00, 0.08, 0.12, 0.04, 0.13, 0.13, 0.08, -0.02, 0.12, 0.10, 0.12, 0.10

Record 3
A structure of composition C21H50F3O19S2V, computed with wB97M-V/def2-TZVPD.

The value obtained for the HOMO energy is -1.52 eV. The frontier orbital gap comes out at 5.542 eV.

The geometry in ORCA input format:
```
! RIJCOSX wB97M-V def2-TZVPD def2/J DEFGRID3
* xyz -2 1
V -1.962 -0.435 -0.516
S -3.255 -2.891 1.562
S -1.166 2.489 -2.666
F 0.027 3.511 -0.460
F -1.830 4.409 -0.917
F -0.116 4.861 -2.122
O -1.202 0.396 0.577
O -0.807 -1.315 -1.177
O 2.633 -5.270 1.257
O -1.167 2.542 4.515
O -3.410 -1.226 -2.238
O 1.178 0.757 5.337
O -1.676 1.384 -1.844
O 2.887 0.259 0.175
O 3.319 3.205 1.089
O 0.114 0.753 -5.921
O 0.140 2.179 -3.248
O -2.125 3.007 -3.646
O 1.610 -0.402 -3.775
O 0.923 -2.912 2.033
O -3.998 -3.953 0.866
O -3.998 0.341 -0.149
O -2.804 -1.936 0.581
O -4.165 -2.260 2.499
O -2.017 -3.379 2.243
C 3.671 0.219 1.389
C -4.764 -1.167 -1.707
C -5.109 0.066 -0.988
C 2.358 1.516 5.079
C -0.404 -0.357 -5.158
C 3.876 4.545 0.914
C 2.004 -2.918 1.035
C -0.997 1.171 -6.775
C -4.410 1.379 0.741
C 0.561 -1.621 2.635
C -0.400 2.698 5.674
C 2.860 -6.503 0.518
C 2.235 -4.260 0.315
C 0.788 -1.225 -4.667
C 2.134 1.438 -0.076
C -0.757 3.936 -1.440
C 2.882 2.752 -0.181
C -0.572 2.023 3.367
C 0.239 1.364 6.276
C 2.411 -1.130 -2.934
C -3.163 -2.494 -2.920
H -4.969 -1.984 -1.015
H 0.761 1.483 7.225
H -1.046 3.056 6.477
H -2.325 -2.414 -3.612
H 2.839 -4.182 -0.589
H 0.388 2.490 3.149
H 1.263 -1.591 -5.578
H 4.469 -0.497 1.195
H 4.406 4.820 1.826
H -1.026 -1.028 -5.751
H -0.994 0.022 -4.323
H -1.102 2.366 2.478
H 2.233 3.433 -0.731
H 1.336 -1.449 3.381
H 1.977 -6.959 0.071
H 2.152 2.555 4.824
H -5.201 0.852 -1.737
H 1.309 1.560 0.626
H -1.449 0.403 -7.403
H 0.363 -2.080 -4.142
H 3.146 1.262 5.789
H -0.706 1.951 -7.479
H 0.575 -0.851 1.863
H 2.706 1.262 4.078
H 3.727 2.671 -0.864
H 1.572 1.310 -1.001
H 3.069 -0.169 2.212
H -2.987 -3.277 -2.183
H 3.007 5.200 0.848
H 3.146 -7.192 1.313
H 1.698 -2.124 0.354
H 2.883 -1.936 -3.496
H -0.409 0.949 3.451
H -0.431 -1.765 3.062
H -3.670 1.448 1.538
H -5.419 -1.435 -2.537
H 3.698 -6.492 -0.179
H 2.965 -2.600 1.440
H -0.411 0.497 6.393
H 0.422 3.386 5.477
H -5.373 1.203 1.220
H -5.987 -0.124 -0.370
H 1.927 -1.566 -2.060
H 3.147 -0.423 -2.553
H 4.097 1.198 1.609
H 4.523 4.646 0.042
H -4.367 2.335 0.219
H -1.760 1.634 -6.150
H 1.232 -4.530 -0.016
H -3.978 -2.870 -3.537
*
```

List of Löwdin charges in e, atom by atom: 0.88, 0.18, 0.53, 0.13, 0.17, 0.14, -0.31, -0.31, -0.17, -0.17, -0.23, -0.23, -0.37, -0.19, -0.20, -0.17, -0.30, -0.33, -0.17, -0.19, -0.42, -0.26, -0.42, -0.41, -0.40, -0.08, -0.19, -0.18, -0.11, -0.21, -0.08, -0.17, -0.11, -0.05, -0.07, -0.19, -0.12, -0.20, -0.15, -0.18, -0.71, -0.23, -0.10, -0.14, -0.15, -0.05, 0.13, 0.10, 0.11, 0.08, 0.11, 0.08, 0.11, 0.08, 0.08, 0.11, 0.11, 0.08, 0.11, 0.07, 0.08, 0.07, 0.14, 0.11, 0.07, 0.11, 0.08, 0.07, 0.06, 0.07, 0.12, 0.12, 0.06, 0.10, 0.08, 0.07, 0.10, 0.08, 0.09, 0.08, 0.10, 0.12, 0.07, 0.10, 0.13, 0.10, 0.10, 0.14, 0.07, 0.09, 0.07, 0.08, 0.10, 0.08, 0.13, 0.08

Record 4
A structure of composition C4H11INO, computed with wB97M-V/def2-TZVPD.

The value obtained for the HOMO energy is -13.28 eV. The frontier orbital gap comes out at 8.413 eV. As for the energy above the lowest of the compared OMol25 structures with the same formula, charge and spin: 53.5 kcal per mole.

The geometry in ORCA input format:
```
! RIJCOSX wB97M-V def2-TZVPD def2/J DEFGRID3
* xyz 1 1
I 1.781 -3.225 -0.014
O 1.578 -2.291 -1.738
N 0.431 0.183 -0.388
C -0.573 0.793 0.367
C -1.922 -0.017 0.393
C 1.124 0.691 -1.334
C -0.123 1.039 1.744
H 1.564 0.141 -2.138
H -2.164 -0.342 -0.669
H 0.243 0.075 2.146
H -0.708 1.866 -0.092
H -2.728 0.741 0.577
H -1.930 -0.892 1.089
H 0.459 -0.862 -0.506
H -1.039 1.207 2.404
H 2.256 -2.778 -2.212
H 1.255 1.707 -1.507
H 0.496 1.965 1.878
*
```

List of Löwdin charges in e, atom by atom: 0.95, -0.75, 0.06, -0.46, -0.02, 0.20, -0.07, 0.11, 0.10, 0.10, 0.19, 0.10, 0.10, 0.09, 0.12, -0.03, 0.11, 0.11

Record 5
A structure of composition C7H4NO6TaTe4, computed with wB97M-V/def2-TZVPD.

The value obtained for the HOMO energy (spin up / spin down) is -14.47 / -14.47 eV. The frontier orbital gap (spin up / spin down) comes out at 5.252 / 5.258 eV. As for the energy above the lowest of the compared OMol25 structures with the same formula, charge and spin: 20.4 kcal per mole.

The geometry in ORCA input format:
```
! RIJCOSX wB97M-V def2-TZVPD def2/J DEFGRID3
* xyz 2 1
Ta -0.310 0.083 0.854
Te -3.430 -2.997 -2.663
Te -2.328 -1.514 -4.431
Te -0.822 -0.244 -1.781
Te -2.193 -2.002 -0.414
O -1.631 -0.738 1.919
O 4.041 -0.230 1.175
O -1.438 3.979 0.497
O 1.871 -0.613 0.774
O -1.212 1.734 0.707
O -0.437 -1.585 1.706
N 1.214 1.787 1.000
C 1.518 4.134 1.117
C 3.403 2.635 1.311
C 0.710 3.019 0.975
C 2.814 0.143 1.030
C -0.782 3.024 0.713
C 2.525 1.592 1.150
C 2.879 3.932 1.304
H 1.077 5.121 1.073
H 4.171 -1.192 1.056
H 3.539 4.778 1.439
H 4.463 2.454 1.427
*
```

List of Löwdin charges in e, atom by atom: 1.41, 0.38, 0.33, 0.35, 0.49, -0.44, 0.25, 0.24, -0.03, -0.28, -0.45, 0.04, 0.09, 0.08, -0.12, -0.40, -0.46, -0.15, 0.05, 0.15, 0.19, 0.14, 0.15

Record 6
An isolated molecule of C6H9N, computed with wB97M-V/def2-TZVPD.

The value obtained for the HOMO energy is -8.32 eV. The frontier orbital gap comes out at 8.174 eV. As for the energy above the lowest of the compared OMol25 structures with the same formula, charge and spin: 201.9 kcal per mole.

The geometry in ORCA input format:
```
! RIJCOSX wB97M-V def2-TZVPD def2/J DEFGRID3
* xyz 0 1
N 0.811 -1.754 -0.965
C -1.954 -0.099 0.669
C -0.557 -0.014 0.080
C 0.370 1.119 0.566
C 1.632 1.149 -0.341
C -1.769 0.099 -0.656
C 0.136 -1.394 0.101
H 2.468 1.779 -0.019
H -0.488 -2.114 -0.587
H -2.386 -1.050 0.976
H 2.035 0.121 -0.484
H -0.190 2.123 0.632
H -2.028 -0.566 -1.483
H 1.354 1.572 -1.283
H 0.054 -1.668 1.200
H 0.514 0.697 1.597
*
```

List of Löwdin charges in e, atom by atom: 0.14, 0.03, -0.50, -0.18, -0.10, 0.00, -0.35, 0.07, 0.17, 0.10, 0.06, 0.14, 0.11, 0.06, 0.15, 0.11